Record 1
Molecular formula: C8H22BF3NaO6
Method: DFT, wB97M-V/def2-TZVPD

Results
lowest unoccupied orbital energy	1.971	eV
net charge	-1
spin multiplicity	1
HOMO	-0.1662	Eh
Kohn-Sham gap	6.492	eV
energy relative to the best compared isomer or geometry (same formula, charge and spin)	0.0	kJ/mol

Last column: Löwdin charge in e.
Positions of all 41 atoms, in Å:
O (-13.00789, -0.40348, 12.42552)  -0.136
O (-14.06181, 2.63486, 12.08570)  -0.204
C (-13.32583, -1.77436, 10.04058)  -0.082
B (-15.65304, -1.06336, 13.91233)  -0.357
H (-14.90469, -2.12054, 11.76293)  0.109
H (-15.98589, -1.14296, 14.93562)  -0.032
F (-14.51331, 3.64995, 9.41371)  0.119
H (-12.95089, -0.78443, 11.54619)  -0.262
O (-12.37344, -0.95613, 10.75184)  0.036
H (-11.91405, 2.50942, 13.46164)  0.126
H (-16.86383, -0.68622, 12.64081)  -0.046
F (-15.06296, 1.53320, 9.38654)  0.117
C (-11.98526, 0.65022, 12.49194)  -0.182
O (-15.88515, 1.56679, 11.98748)  -0.183
F (-16.53948, 3.09937, 9.40714)  0.178
H (-18.54572, -0.43667, 12.40549)  0.083
C (-17.57485, -0.21428, 11.96271)  -0.078
C (-17.30488, 1.32691, 11.90866)  -0.173
H (-15.44123, -1.92109, 9.33532)  0.125
H (-12.96875, -1.78055, 9.01074)  0.120
H (-10.96546, 0.27278, 12.41675)  0.119
H (-11.76883, -0.77096, 10.02951)  0.157
H (-12.07193, 1.38743, 11.69374)  0.108
O (-11.88564, 0.91721, 14.84686)  -0.053
H (-12.37112, 0.11623, 15.05747)  0.089
H (-13.28465, -2.79560, 10.41934)  0.134
H (-16.34013, -1.58384, 13.26327)  -0.037
H (-13.38283, 1.64070, 13.61634)  0.101
H (-17.47563, -0.56608, 10.93582)  0.071
O (-15.21621, -1.29856, 11.37703)  -0.159
H (-17.79371, 1.78536, 12.76828)  0.115
C (-14.84842, -1.29156, 9.99893)  -0.111
H (-15.53806, -0.03231, 13.61577)  -0.022
Na (-14.69568, 0.30026, 12.23627)  0.126
H (-14.87408, -0.26492, 9.63365)  0.108
C (-15.39681, 2.73456, 9.88149)  -0.576
H (-14.70171, -1.56927, 13.85514)  -0.023
C (-12.30155, 1.51000, 13.65941)  -0.272
C (-15.32697, 2.70143, 11.45917)  -0.403
H (-15.90273, 3.51325, 11.90365)  0.148
H (-17.83814, 1.72501, 11.04538)  0.103


Record 2
Molecular formula: C8H22BrMgN2O2
Method: DFT, wB97M-V/def2-TZVPD

Results
lowest unoccupied orbital energy (alpha / beta)	-0.140 / -1.753	eV
net charge	0
spin multiplicity	2
HOMO (alpha / beta)	-0.2799 / -0.3206	Eh
Kohn-Sham gap (alpha / beta)	7.477 / 6.971	eV
<S²>	0.751

Last column: Löwdin charge in e.
Positions of all 36 atoms, in Å:
H (-2.21728, 2.20632, 1.50342)  0.073
H (-3.08995, -0.18923, 2.16700)  0.134
H (-0.79364, 0.68826, 3.92452)  0.143
H (2.29657, 1.35588, -2.70491)  0.125
N (1.37521, 0.48425, -1.02181)  0.025
H (-3.23384, -2.62848, 2.39241)  0.090
C (-2.58853, -0.03710, 3.12278)  -0.207
Mg (4.59504, 2.24313, 3.66488)  0.336
N (-0.46864, 0.04550, 1.98604)  0.040
C (-1.31545, 0.66974, 2.96772)  -0.461
C (-1.55918, 2.08070, 2.36320)  -0.063
H (-0.72091, 2.65374, 1.96697)  0.068
O (1.55168, -0.19705, -4.71001)  -0.209
H (3.46406, -0.80718, -3.30336)  0.065
C (0.62463, -0.73761, -5.70576)  -0.087
H (-3.23002, 0.51856, 3.80676)  0.132
H (3.86705, -0.34315, -1.63713)  0.065
H (0.13958, 0.73209, -3.44656)  0.114
H (0.43220, 0.50107, 2.01804)  -0.055
C (1.93584, 0.38341, -2.36984)  -0.414
H (-4.22709, -1.93361, 3.66918)  0.083
C (3.07562, -0.71242, -2.28934)  -0.047
H (-0.26300, -0.11168, -5.79757)  0.080
H (-2.13679, 2.67011, 3.07530)  0.067
H (0.40374, -1.00020, -3.13268)  0.120
Br (2.95154, 1.16290, 2.32155)  -0.129
H (-0.17662, -0.73306, 2.55933)  0.068
O (-2.33189, -1.28596, 3.79252)  -0.180
H (-3.03522, -3.12669, 4.07695)  0.088
C (0.88047, -0.06730, -3.43355)  -0.199
H (2.08178, 0.57573, -0.30592)  -0.020
H (0.31139, -1.76574, -5.52429)  0.080
H (2.57318, -1.59214, -1.88717)  0.079
H (0.79474, 1.30642, -0.93706)  0.064
H (1.25513, -0.73468, -6.59490)  0.083
C (-3.22141, -2.27455, 3.42328)  -0.149


Record 3
Molecular formula: C8H22Cl2N2O2PS
Method: DFT, wB97M-V/def2-TZVPD

Results
lowest unoccupied orbital energy	-2.490	eV
net charge	+1
spin multiplicity	1
HOMO	-0.4693	Eh
Kohn-Sham gap	10.280	eV
energy relative to the best compared isomer or geometry (same formula, charge and spin)	0.0	kJ/mol

Last column: Löwdin charge in e.
Positions of all 38 atoms, in Å:
H (-2.70243, 0.90815, 0.18081)  0.024
P (-1.83813, 0.11601, -0.57879)  0.448
H (-0.11586, -1.96639, 0.66878)  0.090
Cl (-1.83250, -4.87505, 1.57960)  0.537
H (1.74651, 0.35877, 0.34747)  0.141
H (2.00182, -1.03557, 2.66353)  0.088
H (-0.93984, 2.13476, 1.65950)  0.141
C (1.65953, 0.94052, -2.63353)  -0.230
O (1.14668, 1.34989, -1.34947)  -0.153
C (-3.36313, -4.08144, 1.93036)  -0.966
H (-3.72363, -4.41020, 2.89657)  0.033
H (-0.95700, 4.74849, -0.64117)  0.099
H (1.06349, 0.10051, -2.99079)  0.093
H (1.45945, 1.78046, -3.29193)  0.129
H (-0.42883, -1.95617, 2.37387)  0.078
H (3.66696, 1.36062, -1.98822)  0.088
H (-0.90693, 3.67486, -2.05980)  0.097
H (2.30167, -1.66259, 1.04126)  0.066
H (3.55435, 0.62479, -3.57939)  0.087
C (0.18607, -1.49233, 1.60672)  -0.282
N (-0.19914, -0.05717, 1.63868)  0.000
H (0.59689, 2.48596, 0.82452)  0.153
H (3.32388, -0.36883, -2.14633)  0.078
S (-1.88295, 0.15738, -2.47475)  0.323
C (1.65320, -1.74012, 1.91070)  -0.073
C (0.97845, 0.35273, -0.42723)  -0.205
H (-1.91940, -1.15398, -0.00823)  -0.066
C (3.13471, 0.61406, -2.57668)  -0.055
H (1.77033, -2.74408, 2.31028)  0.084
H (0.49796, 3.76444, -0.97803)  0.090
N (-0.30398, 0.62087, 0.35430)  -0.320
H (-1.11641, 0.03650, 2.06560)  0.102
Cl (-3.17400, -2.30805, 2.00751)  0.526
H (0.90052, -0.64113, -0.87367)  0.137
H (-4.06742, -4.29902, 1.13778)  0.033
C (-0.42351, 2.12395, 0.69952)  -0.182
O (-1.16015, 2.73371, -0.26799)  -0.210
C (-0.58726, 3.80468, -1.03135)  -0.026


Record 4
Molecular formula: C8H22ClCoO4
Method: DFT, wB97M-V/def2-TZVPD

Results
lowest unoccupied orbital energy (alpha / beta)	-4.492 / -8.565	eV
net charge	+1
spin multiplicity	4
HOMO (alpha / beta)	-0.4636 / -0.4557	Eh
Kohn-Sham gap (alpha / beta)	8.123 / 3.835	eV
<S²>	3.780

Last column: Löwdin charge in e.
Positions of all 36 atoms, in Å:
H (-14.39146, 2.83283, -18.75164)  0.142
O (-13.24356, 1.34365, -19.49840)  0.224
H (-15.55213, 1.86787, -23.04800)  0.128
H (-11.36111, 2.78031, -18.05466)  0.103
H (-11.80887, 3.32668, -20.45427)  0.109
C (-12.42881, 2.75132, -17.81783)  0.045
H (-14.03351, 0.82958, -19.19291)  0.071
C (-15.12817, 2.68395, -14.75568)  -0.041
C (-17.34739, 1.85484, -15.75748)  -0.048
C (-13.35932, 2.67829, -19.07472)  -0.369
O (-15.18703, 1.56384, -16.86938)  -0.131
H (-13.42697, 3.38196, -21.13060)  0.084
H (-16.05938, 3.39236, -16.53871)  0.130
H (-17.88926, 1.91408, -16.71252)  0.074
Cl (-16.39353, 0.24833, -19.46735)  0.035
H (-14.47662, 1.84475, -14.51991)  0.083
H (-12.59802, 3.70349, -17.31072)  0.118
O (-17.48960, 2.08648, -23.46446)  -0.053
C (-16.05093, 3.88495, -22.68894)  -0.279
H (-17.30753, 0.77402, -15.61161)  0.090
H (-12.87108, 4.60437, -20.00045)  0.112
C (-12.85506, 3.53425, -20.21444)  0.003
H (-16.98941, 4.45113, -22.75727)  0.127
H (-18.31754, 2.16675, -22.98416)  0.084
C (-16.39971, 2.41846, -22.62655)  -0.271
H (-16.53716, 2.11495, -21.58858)  0.055
H (-15.73913, 1.26164, -17.60225)  -0.073
H (-15.61045, 4.18863, -21.72190)  0.100
H (-15.23364, 5.11481, -23.88662)  0.094
H (-15.76536, 2.93066, -13.90956)  0.080
H (-12.56197, 1.89056, -17.17064)  0.091
H (-14.47532, 3.54243, -14.93364)  0.071
O (-15.20857, 4.15886, -23.77963)  -0.041
C (-15.96608, 2.43269, -16.01533)  -0.468
Co (-17.98292, -1.18590, -20.23493)  0.436
H (-17.86284, 2.41005, -14.98311)  0.085


Record 5
Molecular formula: C8H22CuF3N8O6
Method: DFT, wB97M-V/def2-TZVPD

Results
lowest unoccupied orbital energy	-3.015	eV
net charge	0
spin multiplicity	1
HOMO	-0.2397	Eh
Kohn-Sham gap	3.508	eV
energy relative to the best compared isomer or geometry (same formula, charge and spin)	887.8	kJ/mol

Last column: Löwdin charge in e.
Positions of all 48 atoms, in Å:
H (-4.05622, -5.13798, 3.66407)  0.117
F (4.59421, 3.24857, 0.88106)  0.128
H (4.37564, -4.27734, 3.87288)  0.107
C (3.51628, -0.09635, -2.92142)  -0.096
O (3.17405, 1.88597, -1.52682)  -0.140
O (-5.19135, 2.62467, 3.15222)  0.043
H (2.44365, -0.10521, -3.11505)  0.061
C (3.97000, 1.35575, -2.62181)  -0.271
F (4.50876, 5.13210, -0.35531)  0.099
C (-5.69248, 3.60076, 3.65148)  -0.834
H (-5.54165, 5.16877, 4.89599)  0.115
O (2.40171, -2.06152, 3.09671)  -0.001
H (-1.32934, 0.76874, -7.49867)  0.098
C (-2.14416, 0.99668, -5.65550)  -0.843
N (-1.98925, 0.38300, -6.83850)  0.145
H (3.93311, -0.21424, -3.92165)  0.061
H (3.83133, 1.82330, -3.59663)  0.106
H (5.44427, -2.75910, 3.46619)  0.111
N (-3.53146, -5.81359, 3.12716)  0.155
Cu (-1.14620, 0.50262, 0.08155)  0.790
H (-2.65948, -7.62953, 1.95802)  0.116
O (-2.81684, 0.62797, -4.76177)  0.072
H (-0.74383, 2.09774, -6.40638)  0.113
C (3.19934, 3.35435, -1.30913)  -0.364
H (-2.32630, -0.56785, -6.88729)  0.112
H (-1.11597, 2.42694, -4.77913)  0.135
H (5.03748, 1.23420, -2.43796)  0.101
N (3.45098, -3.89989, 3.72242)  0.154
N (-5.10719, 4.35419, 4.48636)  0.154
H (-2.82539, -6.93960, 0.35082)  0.133
N (-6.91841, 4.01953, 3.56944)  0.158
N (-2.87390, -6.84783, 1.35547)  0.160
N (-1.41007, 2.01269, -5.65206)  0.168
H (-3.35232, -6.72113, 3.53260)  0.095
F (5.54323, 3.42795, -1.08713)  0.100
H (-7.06428, 4.91912, 4.00483)  0.109
H (3.76485, -0.90727, -2.23679)  0.067
H (4.60371, -1.24716, 2.81340)  0.128
C (3.45563, -2.67363, 3.30821)  -0.792
O (-3.36236, -4.74638, 1.11349)  0.015
H (-7.60105, 3.36191, 3.22066)  0.126
H (3.36686, 3.85430, -2.26312)  0.128
O (1.84814, 3.48452, -0.84427)  -0.257
N (4.66401, -2.18996, 3.17060)  0.166
C (-3.23692, -5.73478, 1.82781)  -0.790
H (-4.11124, 4.23299, 4.60245)  0.130
C (4.46124, 3.77002, -0.36226)  -0.515
H (2.55917, -4.09906, 4.15267)  0.127


Record 6
Molecular formula: C8H22F2HgNO9S2
Method: DFT, wB97M-V/def2-TZVPD

Results
lowest unoccupied orbital energy	2.524	eV
net charge	-1
spin multiplicity	1
HOMO	-0.1499	Eh
Kohn-Sham gap	6.603	eV
energy relative to the best compared isomer or geometry (same formula, charge and spin)	126.6	kJ/mol

Last column: Löwdin charge in e.
Positions of all 45 atoms, in Å:
H (1.76188, -2.36005, 2.36294)  0.121
H (4.41800, 0.45564, -0.02985)  0.074
H (-1.04485, 0.03975, -3.60643)  0.087
H (1.54347, -0.22767, 2.71180)  0.104
H (-1.49487, 1.76311, -3.41664)  0.104
H (-2.15752, 2.07024, 2.99176)  0.063
O (1.94267, -1.81008, -0.88269)  -0.377
O (-1.00891, 1.74407, 0.61138)  -0.178
O (0.05854, 1.17878, -2.28999)  -0.145
C (0.76875, -1.91562, 2.29768)  -0.322
H (0.37704, -1.70988, 4.40615)  0.068
H (3.36623, -1.47793, 0.50851)  0.056
S (-2.03577, -1.98018, -1.61950)  0.572
S (-2.65486, -1.53743, 0.52408)  0.420
F (-2.42964, -0.49038, 1.72414)  -0.213
H (0.24650, -2.19418, 1.38238)  0.081
C (3.21470, -1.26108, -0.54890)  -0.393
H (1.03092, 0.89417, -4.92276)  0.071
O (2.54771, 1.27999, -0.12620)  -0.388
H (-1.21036, 3.68891, 1.15175)  0.104
H (-0.08602, -3.27518, 3.69520)  0.077
C (3.47407, 0.32460, -0.55894)  -0.431
C (0.20412, 1.56953, -4.70273)  -0.063
H (0.55666, 2.58389, -4.51596)  0.060
C (-0.66583, 2.82043, 1.52234)  -0.226
O (-2.26168, -3.37281, -1.51437)  -0.226
H (-0.56342, 1.52599, 3.36168)  0.059
O (-4.00870, -1.10664, 0.03900)  -0.298
H (4.01468, -1.75582, -1.09970)  0.081
C (-0.66902, 1.05368, -3.46938)  -0.283
C (-1.11386, 2.38428, 2.97637)  -0.069
H (0.39135, 3.07996, 1.57838)  0.111
N (-1.45369, -1.07566, -0.24530)  -0.334
H (-0.29450, 1.72506, -5.65942)  0.058
H (0.48785, 2.03700, -2.31766)  0.089
O (0.80708, -0.52727, 2.17367)  -0.164
H (-1.05639, 3.26970, 3.60948)  0.061
Hg (0.43606, -0.00118, -0.14541)  1.185
F (-0.63938, -1.97843, -2.47078)  -0.200
H (-1.86908, 1.89307, 0.21200)  0.096
H (-1.06800, -1.78231, 3.49396)  0.061
C (-0.06093, -2.19729, 3.53511)  -0.081
O (-2.93750, -1.18831, -2.40867)  -0.271
H (3.68298, 0.60671, -1.59086)  0.069
O (-2.54650, -2.76319, 1.27239)  -0.267